{"formula": "C49H50As2O5PS2SeTi", "method": "ωB97M-V with the def2-TZVPD basis set", "lumo_ev": [0.0, 0.0], "spin_multiplicity": 2, "e_tot_ha": -11133.4055, "de_lowest_kj_mol": 393.51, "e_homo_ev": [-5.29, -5.51], "gap_ev": [5.31, 5.53], "species": ["Ti", "O", "S", "O", "O", "C", "C", "C", "C", "C", "C", "P", "C", "C", "C", "C", "C", "C", "C", "C", "C", "C", "C", "C", "H", "H", "H", "H", "H", "H", "H", "H", "H", "H", "H", "H", "H", "H", "C", "C", "As", "C", "C", "C", "C", "C", "C", "C", "C", "C", "C", "C", "C", "As", "C", "C", "C", "C", "C", "C", "C", "C", "C", "C", "C", "C", "H", "H", "H", "H", "H", "H", "H", "H", "H", "H", "H", "H", "H", "H", "H", "H", "H", "H", "H", "H", "H", "H", "H", "H", "C", "S", "C", "O", "H", "H", "H", "H", "H", "H", "C", "C", "C", "O", "H", "H", "H", "H", "H", "H", "Se"], "positions_angstrom": [[0.51720, 1.22017, 0.45060], [1.18301, 2.00538, 2.24505], [0.24019, 3.22262, 2.24668], [0.88542, 4.45199, 1.85350], [-0.81665, 2.69122, 1.33989], [-0.58378, 3.35585, 3.80693], [-1.69832, 4.11098, 3.59088], [-2.49325, 4.60946, 4.63303], [-1.91839, 4.56367, 5.89781], [-0.60004, 4.03177, 6.05033], [0.01310, 3.23395, 5.07494], [1.22360, 1.98170, 5.57233], [2.57861, 3.06743, 6.25856], [3.57955, 2.49449, 6.97049], [4.58565, 3.24060, 7.60678], [4.63716, 4.58808, 7.24490], [3.64252, 5.17925, 6.47187], [2.58500, 4.41527, 5.94179], [0.46810, 1.21895, 6.98284], [-0.25690, 0.05009, 6.70840], [-0.90781, -0.61586, 7.77477], [-0.64319, -0.31101, 9.05877], [0.13904, 0.78099, 9.35732], [0.71624, 1.55996, 8.35245], [-1.84174, 4.40132, 2.50882], [-3.46487, 5.10561, 4.50202], [-2.39920, 5.04915, 6.73809], [-0.17231, 4.11923, 7.06886], [3.51301, 1.43682, 7.21269], [5.36340, 2.73277, 8.13161], [5.47232, 5.14094, 7.62176], [3.81980, 6.16733, 5.97649], [1.80598, 4.94016, 5.38709], [-0.31555, -0.35473, 5.70630], [-1.65034, -1.37537, 7.55491], [-1.05401, -0.96458, 9.85226], [0.34898, 1.05147, 10.38876], [1.38441, 2.39534, 8.61175], [-0.49473, -3.67670, -3.77368], [-1.91048, -3.13448, -3.92325], [-2.15305, -1.44350, -2.77229], [-3.81036, -1.87463, -1.79674], [-4.95005, -1.05017, -1.81575], [-6.07089, -1.45161, -1.06151], [-5.93407, -2.43536, -0.06209], [-4.74171, -3.13986, 0.09234], [-3.72985, -2.91535, -0.83866], [-2.92034, -0.35805, -4.15724], [-4.02933, -0.77228, -4.88181], [-4.71093, 0.05275, -5.82071], [-4.14018, 1.29910, -6.10053], [-2.93550, 1.69734, -5.48006], [-2.30637, 0.83417, -4.55800], [0.84867, -2.43261, -4.64616], [2.34338, -3.53987, -4.00711], [3.10056, -4.33350, -4.81004], [4.20760, -5.00423, -4.28341], [4.53660, -4.80728, -2.96493], [3.75770, -4.04742, -2.12350], [2.63583, -3.39835, -2.64065], [0.45970, -3.31174, -6.43996], [0.61089, -4.64841, -6.86893], [0.34865, -4.98763, -8.22171], [-0.26065, -4.07582, -9.11440], [-0.48308, -2.77672, -8.64846], [-0.12805, -2.38810, -7.33278], [-0.31364, -4.64552, -4.29407], [-0.35013, -3.81361, -2.71964], [-2.70780, -3.71089, -3.53778], [-2.14835, -2.80049, -4.95559], [-5.07363, -0.18318, -2.47878], [-6.98751, -0.91350, -1.06261], [-6.77873, -2.75308, 0.55040], [-4.73848, -3.98013, 0.79951], [-2.79263, -3.37859, -0.69259], [-4.49930, -1.71561, -4.59261], [-5.54410, -0.33555, -6.34958], [-4.61706, 2.09509, -6.72503], [-2.44254, 2.62997, -5.74517], [-1.31566, 1.09856, -4.12106], [2.82191, -4.43775, -5.87970], [4.82180, -5.75196, -4.86289], [5.50651, -5.21716, -2.62713], [4.07352, -4.04936, -1.06416], [2.08380, -2.67674, -2.02694], [0.78748, -5.38565, -6.12387], [0.61878, -5.94046, -8.62725], [-0.56610, -4.47935, -10.08366], [-0.91868, -2.02091, -9.26800], [-0.25529, -1.37870, -7.00473], [3.78256, -1.63961, 0.43560], [3.10219, -0.22866, 1.32881], [2.98596, -0.90893, 2.94955], [1.53620, -0.33970, 0.84616], [4.66657, -2.10152, 0.92510], [3.98122, -1.24046, -0.59316], [3.05526, -2.41768, 0.46684], [3.95941, -1.38329, 3.13643], [2.14672, -1.59878, 3.08280], [2.93528, -0.10817, 3.75788], [1.71166, 4.29810, -2.28727], [0.69339, 3.42973, -1.73444], [-0.65891, 3.57950, -2.30210], [0.94776, 2.53884, -0.83603], [1.68859, 5.29123, -1.79277], [1.51142, 4.46046, -3.38128], [2.74162, 3.92117, -2.17293], [-1.35720, 3.97403, -1.50456], [-1.04038, 2.59213, -2.61335], [-0.74033, 4.40123, -3.07594], [-1.33907, 0.35278, -0.84270]], "forces_ev_per_angstrom": [[-3.1, 0.6, -2.1], [0.2, 1.8, 1.3], [1.0, -3.0, -1.4], [-0.6, -0.4, 0.8], [0.0, 1.2, 0.2], [1.3, 0.8, 0.0], [-1.4, 1.2, -1.5], [0.4, 0.0, 0.4], [1.4, 0.2, -0.6], [-1.4, -0.6, 1.2], [-1.2, 0.9, 0.5], [1.8, 0.3, -1.3], [-2.4, 0.0, -1.4], [1.2, -0.8, 2.2], [-1.2, 0.3, -2.2], [0.0, -0.3, 0.7], [0.4, 0.3, -1.9], [1.0, 1.0, 1.1], [0.2, -0.8, 1.9], [-0.5, 0.4, 1.2], [-0.1, -0.4, -2.4], [-0.6, -0.4, 1.8], [1.2, 1.1, 0.2], [-0.6, -0.3, -0.7], [-0.7, -0.5, 1.5], [0.6, -0.3, -0.2], [0.0, -0.1, 0.0], [-0.1, -0.3, -0.7], [0.1, -0.1, -0.2], [0.3, 0.0, 0.5], [0.3, 0.6, 0.0], [-0.3, -0.6, 1.2], [0.3, -0.5, 0.0], [-0.2, 0.3, -0.1], [0.4, -0.3, -0.1], [0.2, 0.7, -0.4], [0.0, -0.1, -0.1], [-0.5, -0.4, -0.2], [-0.6, 0.0, -0.7], [0.2, 1.7, -0.9], [0.5, -1.2, -0.4], [-0.1, 0.1, 0.6], [-0.9, -1.0, -0.2], [1.5, -0.3, 1.4], [-0.1, -0.2, -0.6], [-0.7, -0.4, -0.9], [-0.6, 1.5, 0.1], [0.1, 0.7, -1.2], [-1.6, 0.3, -0.1], [2.3, 0.0, 0.9], [0.1, 1.3, 0.2], [0.1, -1.3, 0.2], [0.3, 0.7, 0.1], [-0.8, -1.8, -0.3], [-0.8, 1.3, 0.9], [0.6, -1.1, -1.5], [0.3, -0.9, -0.9], [1.5, -0.7, 0.0], [-0.3, 0.2, 0.7], [0.7, 0.2, 0.2], [-0.5, 0.9, -0.4], [-0.7, 1.2, -1.1], [-0.4, 1.1, 0.6], [0.6, -0.3, 1.3], [0.1, -0.1, 0.8], [0.8, -1.7, -0.8], [-0.3, 0.6, 0.4], [0.7, 0.0, 0.6], [-0.6, -1.3, 0.2], [0.1, -0.5, 0.5], [0.4, -0.5, 0.2], [-0.6, 0.5, -0.4], [0.1, 0.4, -0.1], [0.4, 0.5, -0.2], [0.9, -0.8, -0.1], [0.1, 0.1, -0.3], [-0.8, -0.1, -0.3], [0.2, -1.2, 0.3], [-0.3, -0.1, 0.0], [-1.0, -0.1, -0.3], [0.4, 0.0, 0.9], [-0.8, 1.2, 0.4], [-0.8, 0.0, 0.1], [-0.5, 0.5, -0.6], [-0.1, -0.5, -0.1], [0.7, -0.7, 0.2], [-0.1, -0.7, 0.2], [0.2, 0.6, 0.2], [-0.3, 0.2, -0.4], [-0.2, 0.5, 0.0], [0.9, 0.6, -0.3], [-2.8, -0.7, -0.6], [0.9, 0.7, 2.1], [3.9, -1.1, 0.8], [-0.2, 0.9, -0.4], [-0.1, -0.8, 0.9], [-0.9, -0.4, -0.3], [-0.3, -0.2, 0.0], [0.2, 0.1, -0.4], [-0.3, -0.6, -1.4], [1.7, 1.0, -1.0], [-0.3, -2.0, 1.4], [-1.6, 1.2, 0.4], [0.5, 2.1, -1.8], [-0.1, -0.3, -0.2], [0.2, -0.1, 1.0], [-0.4, 0.0, 0.1], [0.6, -0.8, -0.5], [-0.1, 0.5, 0.0], [0.4, -1.3, 0.5], [0.7, 0.7, 1.3]]}